# C37H68Br2FNO15

5 unconnected molecules or ions with the total composition C37H68Br2FNO15 in a non-equilibrium geometry (ωB97M-V/def2-TZVPD, the OMol25 dataset).

The geometry in ORCA input format:
```
! wB97M-V def2-TZVPD RIJCOSX def2/J DEFGRID3
* xyz 0 1
C 2.08980 4.06318 1.88900
C 0.65269 3.76774 1.19365
C 0.76691 2.83589 -0.12187
C 1.01732 1.27483 0.18196
C 0.30694 0.72387 1.52213
C 1.26805 0.76753 2.82560
C 1.45887 -0.67378 3.50896
C 2.62338 -0.68387 4.64827
C 2.52829 0.55244 5.67259
C 3.23363 0.25296 7.11480
C 4.84890 0.34409 6.88301
O 5.37814 1.67346 7.14503
C 6.70304 1.60225 7.73302
C 6.93208 2.98291 8.51434
Br 5.78029 4.51715 7.94917
C 7.88840 3.22578 9.53714
C 8.86475 2.05690 10.03402
Br 8.11660 5.00961 10.41139
C 7.86835 1.28699 6.61660
O 9.15073 1.88610 6.94112
C 9.38060 3.09902 6.27876
N 9.78860 3.94783 5.50633
O 7.32844 1.70447 5.35570
C 7.87129 0.94519 4.24032
C 7.35258 -0.57489 4.13159
C 8.69643 -1.51835 4.16598
C 9.45849 -1.34963 2.73083
F 10.54452 -0.36719 2.81253
H 2.23100 5.19199 2.00996
H 2.11362 3.58567 2.93224
H 2.95577 3.64833 1.25448
H 0.25518 4.79298 0.81723
H -0.12305 3.40250 1.95808
H 1.67362 3.23789 -0.72333
H -0.15499 3.04727 -0.77857
H 2.13728 0.99334 0.16492
H 0.53550 0.69040 -0.69773
H -0.02330 -0.38081 1.37793
H -0.66463 1.33257 1.65833
H 0.75112 1.47007 3.58757
H 2.28479 1.17716 2.48824
H 1.72879 -1.42973 2.67425
H 0.47368 -1.07592 3.97693
H 2.58170 -1.71977 5.16241
H 3.63343 -0.67875 4.07228
H 1.41252 0.82600 5.84470
H 3.07408 1.48178 5.23869
H 2.87424 1.05962 7.85306
H 2.92309 -0.78461 7.51366
H 5.36763 -0.49272 7.46854
H 4.98605 0.16911 5.74202
H 6.76485 0.74894 8.51629
H 8.86623 1.12918 9.34598
H 9.94887 2.46540 9.99115
H 8.65477 1.77970 11.11753
H 8.02518 0.13705 6.68096
H 9.02198 1.04642 4.25824
H 7.53483 1.49801 3.27643
H 6.70428 -0.93043 5.00372
H 6.83044 -0.78079 3.11897
H 9.40153 -0.99930 4.92985
H 8.46905 -2.60720 4.42747
H 9.84324 -2.37672 2.40934
H 8.67645 -0.90840 2.00944
C -4.96176 1.29992 -4.35660
C -3.60693 1.07284 -5.00218
O -2.62465 0.71001 -4.02344
C -2.67705 -0.56086 -3.59456
O -3.45982 -1.40567 -3.96332
O -1.72403 -0.72828 -2.66042
C -1.73744 -2.01573 -2.04704
H -4.88282 2.02783 -3.54472
H -5.68316 1.66369 -5.09185
H -5.35234 0.37773 -3.92065
H -3.26432 2.00312 -5.46128
H -3.65809 0.32122 -5.79533
H -1.70017 -2.81241 -2.79377
H -2.62491 -2.11860 -1.41826
H -0.85242 -2.09502 -1.41384
C -6.27233 -2.61027 -3.67928
C -7.02403 -3.92256 -3.55291
O -8.25873 -3.74405 -2.84532
C -9.25837 -3.19570 -3.55340
O -9.20718 -2.85596 -4.71369
O -10.32332 -3.06258 -2.74064
C -11.43156 -2.39474 -3.34188
H -6.13514 -2.15024 -2.69693
H -5.29476 -2.76828 -4.13703
H -6.82553 -1.89440 -4.29159
H -6.42652 -4.62683 -2.96924
H -7.20161 -4.38210 -4.52972
H -11.71588 -2.86515 -4.28478
H -11.19113 -1.34016 -3.49520
H -12.27655 -2.46173 -2.65505
C 7.04332 4.12346 -4.63491
C 6.28947 2.81230 -4.50719
O 5.05687 2.99406 -3.79928
C 4.05751 3.54447 -4.50798
O 4.10813 3.88258 -5.66738
O 2.99342 3.68090 -3.69628
C 1.88871 4.34926 -4.30173
H 7.18197 4.58360 -3.65298
H 8.02149 3.96274 -5.09396
H 6.49109 4.83968 -5.24711
H 6.88605 2.10732 -3.92343
H 6.11016 2.35247 -5.48342
H 1.60553 3.87622 -5.24492
H 2.13244 5.40273 -4.45730
H 1.04121 4.28685 -3.61734
C -15.06676 -5.25561 -9.45419
C -14.71851 -6.53716 -8.71923
O -13.35877 -6.51839 -8.26789
C -13.12240 -5.77948 -7.17146
O -13.94383 -5.15175 -6.54423
O -11.80574 -5.83555 -6.90364
C -11.40385 -5.00754 -5.81391
H -14.35405 -5.07095 -10.26234
H -16.07372 -5.31321 -9.87392
H -15.02254 -4.39204 -8.78709
H -14.81059 -7.38345 -9.40405
H -15.40033 -6.72209 -7.88404
H -11.99686 -5.21270 -4.91895
H -11.48519 -3.95613 -6.09728
H -10.35861 -5.22631 -5.59190
*
```

- HOMO-LUMO gap: 9.3 eV
- DFT total energy: -214469.3783 eV
- SMILES: CCCCCCCCCCCO[C@H](/C(Br)=C(\C)Br)[C@H](OC#N)OCCCCF.CCOC(=O)OC.CCOC(=O)OC.CCOC(=O)OC.CCOC(=O)OC
- Molar mass: 945.75 u
- LUMO energy: 0.266 eV
- Largest force on an atom: 6.7 eV/Å

These are the Mulliken partial charges, in e, on atoms 1 to 4: -0.752, -0.419, -0.513, -0.384

***

# C37H68F7N8O11

5 unconnected molecules or ions with the total composition C37H68F7N8O11 in a non-equilibrium geometry (ωB97M-V/def2-TZVPD, the OMol25 dataset).

The geometry in ORCA input format:
```
! wB97M-V def2-TZVPD RIJCOSX def2/J DEFGRID3
* xyz 1 1
C 0.47656 -2.29520 -6.25412
C 1.61251 -1.33081 -5.86200
C 2.71017 -1.97837 -5.00123
C 3.32764 -1.00385 -3.99197
O 3.77075 -1.64454 -2.77686
C 2.83252 -2.10237 -1.90818
O 1.54976 -1.62622 -2.12931
C 2.83683 -3.62869 -1.64972
C 4.21015 -4.29118 -1.74168
C 4.90711 -4.27235 -2.94961
C 6.14193 -4.90568 -3.00344
C 6.62488 -5.53123 -1.86050
C 5.84386 -5.49539 -0.71142
N 4.66305 -4.88560 -0.64782
N 2.38009 -3.69456 -0.25550
F 1.00971 -3.89545 -0.13293
C 2.76974 -2.51788 0.36623
N 2.72530 -2.45011 1.65692
C 2.94599 -1.26391 2.48474
C 1.72131 -0.36246 2.45348
O 0.64093 -1.15145 2.92430
C -0.52054 -0.40222 3.17452
C -0.72125 -0.07752 4.61941
O -1.22564 -0.09491 2.27126
N 3.17065 -1.56489 -0.51310
C 4.48417 -0.95548 -0.27837
O 5.32848 -1.54691 0.30268
C 4.75512 0.52734 -0.72791
F 5.24041 0.51843 -1.97688
F 5.73338 0.97208 0.08086
C 3.58344 1.56844 -0.67335
F 2.39670 0.95188 -0.87429
F 3.78013 2.43863 -1.67173
C 3.49255 2.38448 0.64489
F 4.44912 3.32149 0.65187
F 3.69730 1.54053 1.70024
C 2.10636 3.07723 0.75338
O 1.83358 3.97264 0.03625
O 1.26414 2.52582 1.65858
H 0.48417 -3.19729 -5.63669
H -0.49991 -1.81720 -6.17561
H 0.58877 -2.60193 -7.29682
H 1.17572 -0.48093 -5.33006
H 2.08399 -0.92765 -6.76030
H 2.29474 -2.84514 -4.47235
H 3.51029 -2.36998 -5.63562
H 4.24288 -0.57210 -4.39661
H 2.65317 -0.17964 -3.75906
H 1.10450 -2.15301 -2.80701
H 2.11550 -4.18942 -2.24525
H 4.50969 -3.78391 -3.82818
H 6.70970 -4.90601 -3.92571
H 7.57929 -6.04105 -1.87216
H 6.18735 -5.97928 0.19613
H 2.45508 -3.30758 2.12201
H 3.86143 -0.74208 2.20617
H 3.08239 -1.62288 3.50570
H 1.51496 0.00839 1.44400
H 1.91316 0.49511 3.11055
H -0.04983 0.74372 4.89149
H -1.75299 0.20884 4.80436
H -0.46919 -0.92188 5.26062
H 1.63759 2.59243 2.54976
C -2.99852 -0.74827 10.40975
C -3.05703 0.22636 9.23877
C -3.33187 -0.44147 7.88619
O -2.22192 -1.12276 7.32454
C -2.01498 -2.43970 7.80074
N -1.83697 1.03741 9.23193
H -2.05919 -1.30193 10.42423
H -3.06602 -0.20382 11.35034
H -3.81963 -1.46615 10.37097
H -3.89605 0.90586 9.41603
H -3.58663 0.34001 7.16516
H -4.19191 -1.11948 7.94930
H -2.96447 -2.93659 8.01680
H -1.38897 -2.45826 8.69579
H -1.50418 -2.99568 7.01362
H -1.91852 1.77532 8.53907
H -1.07050 0.45315 8.91002
C -2.62839 7.45138 -1.21045
C -2.41993 8.15688 0.12550
C -1.19613 7.65970 0.90532
O -1.36749 6.40739 1.54145
C -1.15627 5.27420 0.72144
N -3.65793 8.07884 0.90233
H -3.04378 6.45245 -1.07421
H -3.33300 8.01352 -1.82189
H -1.69095 7.36143 -1.76301
H -2.23539 9.21479 -0.08585
H -0.99392 8.36855 1.71213
H -0.30814 7.63426 0.25902
H -0.36381 5.45131 -0.00905
H -2.06918 4.97473 0.19939
H -0.85414 4.45418 1.37212
H -3.57724 8.65083 1.73725
H -3.75722 7.12772 1.24596
C -2.39586 3.29507 -8.19657
C -2.47022 2.92354 -6.71957
C -1.16956 2.33162 -6.16328
O -0.92117 0.98695 -6.53891
C -0.31737 0.80792 -7.80637
N -3.62814 2.05492 -6.50456
H -2.45447 2.41314 -8.83508
H -3.23343 3.93891 -8.45992
H -1.47078 3.82636 -8.42816
H -2.64706 3.84451 -6.15547
H -1.23793 2.31889 -5.07230
H -0.30968 2.95921 -6.43290
H 0.39327 1.60879 -8.03213
H -1.05676 0.74531 -8.60742
H 0.22010 -0.13601 -7.76881
H -3.76801 1.90200 -5.51066
H -3.41739 1.13731 -6.88640
C -4.02425 -1.90040 1.74836
C -3.22273 -3.10930 2.21626
C -2.91448 -4.11696 1.10105
O -4.00032 -4.93463 0.72415
C -4.90082 -4.36917 -0.20967
N -3.89816 -3.72243 3.36192
H -5.07531 -2.14585 1.59493
H -3.98071 -1.11060 2.49694
H -3.62501 -1.50004 0.81496
H -2.25180 -2.74419 2.56924
H -2.14803 -4.80703 1.46676
H -2.50300 -3.60333 0.22023
H -4.37665 -3.73158 -0.92871
H -5.68482 -3.78554 0.27793
H -5.37000 -5.19209 -0.74681
H -3.31466 -4.45661 3.75160
H -4.72582 -4.20413 3.02166
*
```

- Relative energy (zero: lowest compared OMol25 entry of this formula, charge and spin): 0.000 eV
- HOMO-LUMO gap: 6.4 eV
- DFT total energy: -92926.0686 eV
- Molar mass: 933.98 u
- LUMO energy: -3.983 eV
- Largest force on an atom: 1.3 eV/Å

These are the Mulliken partial charges, in e, on atoms 1 to 4: -1.465, -0.371, -0.454, -0.691

***

Question: The highest HOMO-LUMO gap belongs to which entry?
Answer: C37H68Br2FNO15

***

Question: Which value of largest force on an atom does entry 1 give?
Answer: 6.7 eV/Å

***

Question: LUMO energy of number 2 (C37H68F7N8O11)?
Answer: -3.983 eV